i | Formula: C3H7N2S
Source: OMol25
Level of theory: ωB97M-V/def2-TZVPD

## Properties
HOMO energy, eV: -13.21
Charge: +1
Frontier orbital gap, Ha: 0.35823

```
13
C3H7N2S | OMol25 | ωB97M-V/def2-TZVPD
C -0.638 0.688 -0.261
C 1.154 -1.557 0.789
C 1.127 -0.365 -0.126
N -0.791 1.915 0.122
N -1.422 -0.102 -0.917
S 2.021 -0.011 1.254
H 0.356 -2.098 1.225
H 2.075 -2.214 0.508
H 1.369 -0.197 -1.118
H -0.105 2.386 0.739
H -1.614 2.514 -0.099
H -1.196 -1.062 -1.031
H -2.335 0.102 -1.085
```

ii | Formula: C3H7N2S
Source: OMol25
Level of theory: ωB97M-V/def2-TZVPD

## Properties
HOMO energy, eV: -13.67
SMILES string: NC/C=[NH+]/C=S
Charge: +1
Frontier orbital gap, Ha: 0.27480

```
13
C3H7N2S | OMol25 | ωB97M-V/def2-TZVPD
N -1.688 0.444 -0.111
C -1.190 -0.885 -0.038
C 0.294 -0.832 -0.065
N 0.758 0.356 0.084
C 2.037 0.716 -0.042
S 3.352 -0.272 -0.036
H -1.645 1.047 -0.910
H -2.062 0.918 0.670
H -1.744 -1.667 -0.593
H -1.271 -1.128 1.014
H 0.982 -1.679 -0.138
H 0.013 1.143 0.340
H 2.164 1.840 -0.176
```

Most stable = ii

i | Formula: C4H8NO2S
Source: OMol25
Level of theory: ωB97M-V/def2-TZVPD

## Properties
HOMO energy, eV: -3.34
Charge: -1
Frontier orbital gap, Ha: 0.26097

```
16
C4H8NO2S | OMol25 | ωB97M-V/def2-TZVPD
C 0.186 0.877 -0.148
C 1.255 1.722 0.535
C 0.667 -2.123 -0.611
C -1.051 0.540 0.614
N -2.092 0.175 -0.031
O -3.195 -0.292 0.415
O 0.075 0.760 -1.390
S 1.117 -1.077 0.790
H 2.290 1.457 0.026
H 0.964 2.669 0.215
H 1.161 1.439 1.508
H 1.354 -2.857 -0.809
H 0.542 -1.619 -1.586
H -0.366 -2.466 -0.329
H -1.098 0.456 1.787
H -1.810 0.339 -0.986
```

ii | Formula: C4H8NO2S
Source: OMol25
Level of theory: ωB97M-V/def2-TZVPD

## Properties
HOMO energy, eV: -4.03
SMILES string: O=C([O-])NCCCS
Charge: -1
Frontier orbital gap, Ha: 0.25576

```
16
C4H8NO2S | OMol25 | ωB97M-V/def2-TZVPD
O 0.824 -2.446 -1.034
C 1.667 -1.756 -0.429
O 2.910 -1.721 -0.570
N 1.133 -0.792 0.476
C -0.247 -0.791 0.836
C -1.106 0.062 -0.184
C -0.431 1.356 -0.640
S -0.372 2.563 0.750
H 1.806 -0.323 1.047
H -0.407 -0.330 1.808
H -0.644 -1.795 0.684
H -2.071 0.264 0.289
H -1.194 -0.506 -1.115
H -0.992 1.747 -1.485
H 0.581 1.190 -0.995
H -1.457 3.280 0.563
```

iii | Formula: C4H8NO2S
Source: OMol25
Level of theory: ωB97M-V/def2-TZVPD

## Properties
HOMO energy, eV: -4.03
SMILES string: O=C([O-])NCCCS
Charge: -1
Frontier orbital gap, Ha: 0.25592

```
16
C4H8NO2S | OMol25 | ωB97M-V/def2-TZVPD
O -2.065 1.220 -1.308
C -2.191 1.268 -0.045
O -3.278 1.339 0.608
N -1.002 0.949 0.692
C 0.290 0.866 0.031
C 0.491 -0.374 -0.902
C 0.844 -1.529 0.030
S 2.304 -1.581 1.251
H -1.125 0.536 1.556
H 1.096 0.908 0.828
H 0.489 1.792 -0.630
H 1.082 -0.362 -1.876
H -0.654 -0.567 -1.368
H 1.071 -2.478 -0.673
H -0.060 -1.696 0.767
H 2.708 -0.291 1.038
```

Most stable = ii

i | Formula: C5H6N3
Source: OMol25
Level of theory: ωB97M-V/def2-TZVPD

## Properties
HOMO energy (alpha / beta), eV: -11.89 / -11.89
SMILES string: C=[n+]1cc[nH]c1=C=N
Charge: +1
Frontier orbital gap (alpha / beta), Ha: 0.27485 / 0.27483

```
14
C5H6N3 | OMol25 | ωB97M-V/def2-TZVPD
C 0.997 -0.405 1.481
N 0.449 -0.175 0.325
C 1.280 -0.050 -0.840
C 0.514 0.338 -1.880
N -0.805 0.357 -1.517
C -0.828 0.121 -0.108
C -1.910 -0.027 0.641
N -2.858 -0.342 1.223
H 0.399 -0.378 2.304
H 2.046 -0.500 1.646
H 2.366 -0.267 -0.726
H 1.021 0.518 -2.783
H -1.671 0.156 -1.991
H -3.762 -0.205 1.625
```

ii | Formula: C5H6N3
Source: OMol25
Level of theory: ωB97M-V/def2-TZVPD

## Properties
HOMO energy, eV: -13.75
SMILES string: C/C(C=C=N)=N/C#[NH+]
Charge: +1
Frontier orbital gap, Ha: 0.32179

```
14
C5H6N3 | OMol25 | ωB97M-V/def2-TZVPD
C -1.774 -0.772 -1.329
C -0.731 -0.231 -0.366
C -0.006 0.874 -0.833
C 0.864 1.475 0.000
N 1.901 1.731 0.503
N -0.544 -0.885 0.694
C 0.627 -0.661 1.493
N 1.392 -0.951 2.344
H -2.144 -0.040 -2.035
H -2.632 -1.171 -0.801
H -1.332 -1.706 -1.819
H -0.334 1.149 -1.875
H 2.433 2.057 1.271
H 2.280 -0.870 2.754
```

iii | Formula: C5H6N3
Source: OMol25
Level of theory: ωB97M-V/def2-TZVPD

## Properties
HOMO energy, eV: -13.90
Charge: +1
Frontier orbital gap, Ha: 0.29369

```
14
C5H6N3 | OMol25 | ωB97M-V/def2-TZVPD
C -1.096 2.384 -1.468
C 0.574 0.033 0.655
C 0.196 1.232 0.269
C -0.670 -2.084 -0.678
C 1.563 -0.299 1.689
N -0.331 2.037 -0.554
N -0.628 -3.244 -0.392
N -1.471 2.764 -2.561
H -0.138 -0.828 0.384
H 1.813 -1.334 1.678
H 1.108 -0.341 2.672
H 2.399 0.429 1.669
H -1.054 -4.111 -0.586
H -2.266 3.362 -2.778
```

Most stable = i

i | Formula: C8H8N2O2
Source: OMol25
Level of theory: ωB97M-V/def2-TZVPD

## Properties
HOMO energy (alpha / beta), eV: -9.19 / -9.19
Frontier orbital gap (alpha / beta), Ha: 0.32262 / 0.32257

```
20
C8H8N2O2 | OMol25 | ωB97M-V/def2-TZVPD
C 0.116 0.562 -2.667
C -0.147 0.189 -1.386
C -1.047 0.324 -0.436
C 0.075 0.187 1.774
C -0.958 -0.442 0.854
C 1.672 -1.173 -0.695
C 2.028 -1.048 0.704
C -2.209 1.259 -0.594
N 0.335 0.837 -3.767
N 1.372 -0.215 1.640
O -0.226 0.985 2.629
O 2.749 -0.418 -0.353
H -1.916 -0.400 1.372
H -0.692 -1.480 0.653
H 1.754 -2.022 -1.350
H 2.599 -1.850 1.180
H -2.169 2.012 0.192
H -3.149 0.714 -0.499
H -2.181 1.755 -1.561
H 1.994 0.223 2.311
```

ii | Formula: C8H8N2O2
Source: OMol25
Level of theory: ωB97M-V/def2-TZVPD

## Properties
HOMO energy, eV: -8.70
Frontier orbital gap, Ha: 0.29594

```
20
C8H8N2O2 | OMol25 | ωB97M-V/def2-TZVPD
C -2.883 0.004 0.238
C -1.098 1.335 -0.087
C 0.486 1.606 -0.345
C 2.521 0.273 0.205
C 2.964 -1.089 -0.150
C 1.791 -1.827 -0.254
C 0.743 -0.837 -0.186
C -0.687 -1.094 -0.456
H -3.769 0.714 -0.285
H -2.533 0.241 1.461
H -3.028 -1.137 0.327
H -1.857 2.091 -0.554
H -1.192 1.524 1.234
H 2.889 1.210 0.172
H 4.173 -1.035 0.280
H 1.903 -2.822 -0.253
N -1.490 -0.054 -0.542
N 1.163 0.466 0.200
O 1.085 2.714 -0.600
O -1.181 -2.284 -0.408
```

Most stable = i

i | Formula: C3H4Cl2S
Source: OMol25
Level of theory: ωB97M-V/def2-TZVPD

## Properties
HOMO energy, eV: -9.33
SMILES string: SC/C(Cl)=C/Cl
Frontier orbital gap, Ha: 0.36860

```
10
C3H4Cl2S | OMol25 | ωB97M-V/def2-TZVPD
S -1.939 -0.323 -0.962
C -0.806 -0.096 0.479
C 0.596 0.392 0.144
Cl 0.711 2.047 -0.465
C 1.536 -0.579 0.016
Cl 2.988 -0.317 -0.767
H -2.292 0.957 -1.038
H -0.716 -1.016 1.018
H -1.436 0.486 1.144
H 1.358 -1.551 0.430
```

ii | Formula: C3H4Cl2S
Source: OMol25
Level of theory: ωB97M-V/def2-TZVPD

## Properties
HOMO energy, eV: -9.49
Frontier orbital gap, Ha: 0.37172

```
10
C3H4Cl2S | OMol25 | ωB97M-V/def2-TZVPD
C -1.298 0.201 -1.217
C -0.875 0.360 -0.007
C 0.703 -0.525 0.591
S 1.641 0.753 1.589
Cl 1.598 -1.113 -0.736
Cl 0.052 -1.796 1.611
H -2.193 0.664 -1.460
H -0.804 -0.533 -1.821
H -1.380 0.936 0.845
H 2.555 1.053 0.605
```

Most stable = i

i | Formula: C5H40NO15
Source: OMol25
Level of theory: ωB97M-V/def2-TZVPD

## Properties
HOMO energy, eV: -6.56
Charge: -1
Frontier orbital gap, Ha: 0.33302

```
61
C5H40NO15 | OMol25 | ωB97M-V/def2-TZVPD
C 0.184 2.308 0.117
O -0.440 2.183 1.339
C 0.225 1.030 -0.755
C 0.752 -0.138 0.133
C 1.154 -1.324 -0.827
C 2.497 -1.232 -1.419
N -1.038 0.694 -1.438
H 1.320 2.420 0.200
H -0.397 3.090 -0.369
H 1.039 1.159 -1.482
H -0.015 -0.336 0.963
H 1.689 0.156 0.773
H 0.293 -1.451 -1.521
H 1.088 -2.252 -0.143
H 2.591 -0.104 -1.423
H 2.596 -1.682 -2.450
H 3.267 -1.637 -0.772
H -1.603 0.114 -0.806
H -1.463 1.244 -2.086
H 0.424 1.787 2.837
H -0.053 1.118 4.110
O 0.729 1.502 3.709
H 0.204 -3.629 -3.156
H -0.748 -3.858 -1.925
O -0.175 -4.298 -2.560
H -1.992 -2.992 -0.118
H -1.843 -1.609 -0.978
O -2.052 -2.456 -0.933
H 0.872 -1.288 -3.206
H -0.430 -0.748 -2.855
O 0.114 -0.851 -3.642
H -4.868 -0.653 0.616
H -3.392 0.021 0.369
O -4.340 -0.308 -0.095
H -3.017 2.260 -1.106
H -4.459 1.925 -1.273
O -3.894 2.684 -1.172
H -1.986 -1.089 1.728
H -0.577 -2.107 1.816
O -1.512 -2.042 1.742
H 1.439 -0.707 3.702
H 2.268 -1.848 3.028
O 1.437 -1.556 3.373
H 4.272 -1.527 1.904
H 3.660 -0.150 2.387
O 3.888 -1.079 2.643
H 0.608 0.591 -4.550
H -0.109 1.662 -3.907
O 0.487 1.610 -4.660
H 2.057 1.483 2.468
H 3.265 1.807 3.275
O 2.996 1.363 2.463
H -2.908 0.643 1.845
H -1.321 1.306 1.121
O -2.286 0.454 1.180
H -1.795 -0.118 3.098
H -0.743 -1.033 3.903
O -1.270 -0.154 3.945
H 0.598 3.251 -2.493
H 1.359 2.916 -3.736
O 1.354 3.474 -2.933
```

ii | Formula: C5H40NO15
Source: OMol25
Level of theory: ωB97M-V/def2-TZVPD

## Properties
HOMO energy, eV: -6.15
Charge: -1
Frontier orbital gap, Ha: 0.31952

```
61
C5H40NO15 | OMol25 | ωB97M-V/def2-TZVPD
C 0.722 2.540 -2.383
C -0.550 1.764 -2.631
N -1.199 1.003 -1.572
C -0.280 0.168 -0.785
C -2.125 1.659 -0.681
C -1.468 2.628 0.325
O -1.322 2.067 1.627
H 1.209 2.936 -3.272
H 1.477 1.963 -1.836
H 0.730 3.291 -1.582
H -1.327 2.467 -2.961
H -0.415 1.112 -3.502
H -0.357 -0.901 -1.067
H -0.408 0.026 0.322
H 0.776 0.451 -0.826
H -2.781 2.312 -1.268
H -2.749 0.944 -0.151
H -2.179 3.445 0.512
H -0.577 3.120 -0.056
H 4.995 0.356 0.583
H 3.928 -0.867 0.847
O 4.641 -0.499 0.286
H -2.411 -1.722 -3.547
H -2.056 -0.505 -2.619
O -2.729 -0.827 -3.258
H -3.533 1.678 2.184
H -4.326 1.179 1.037
O -4.378 1.238 2.005
H 2.377 -3.747 -0.666
H 2.208 -2.354 -1.358
O 2.025 -3.315 -1.440
H 1.057 -2.946 0.537
H 1.878 -2.088 1.500
O 1.800 -3.022 1.144
H 3.829 0.291 -1.287
H 3.449 0.749 -2.714
O 3.883 1.055 -1.882
H -0.424 1.703 1.737
H 0.028 0.130 2.991
O 0.259 0.182 2.061
H 3.676 1.253 2.362
H 2.667 0.810 3.377
O 3.251 1.556 3.165
H 2.913 3.132 1.889
H 3.781 2.628 0.604
O 3.142 3.285 0.941
H 2.463 -1.411 3.010
H 1.346 -0.284 2.194
O 2.537 -0.763 2.320
H -0.715 -2.227 1.488
H -2.147 -2.000 1.813
O -1.566 -2.608 1.302
H -3.385 -1.821 -1.900
H -3.263 -2.141 -0.393
O -3.905 -2.059 -1.102
H -1.971 0.036 1.885
H -2.976 0.074 2.913
O -2.262 -0.519 2.616
H -2.389 -3.937 -2.433
H -1.007 -3.579 -2.778
O -1.913 -3.500 -3.153
```

Most stable = ii

i | Formula: CH6O4
Source: OMol25
Level of theory: ωB97M-V/def2-TZVPD

## Properties
HOMO energy, eV: -9.61
Frontier orbital gap, Ha: 0.12432

```
11
CH6O4 | OMol25 | ωB97M-V/def2-TZVPD
O -2.216 -0.604 -1.090
C -1.628 -0.285 -0.021
O -2.333 1.036 0.671
H -1.749 -1.075 0.899
H -3.252 0.863 1.012
H 2.270 -0.108 -0.314
H -0.571 0.024 -0.176
O 1.799 -0.455 0.854
H 2.296 0.513 -1.983
H 2.528 -0.098 1.460
O 2.855 0.189 -1.312
```

ii | Formula: CH6O4
Source: OMol25
Level of theory: ωB97M-V/def2-TZVPD

## Properties
HOMO energy, eV: -11.34
SMILES string: O=CO.O.O
Frontier orbital gap, Ha: 0.42656

```
11
CH6O4 | OMol25 | ωB97M-V/def2-TZVPD
O -0.384 -0.569 0.563
C -0.532 0.182 -0.339
O -1.691 0.189 -1.048
H 0.203 0.868 -0.784
H -1.728 0.927 -1.677
O 4.187 3.485 2.650
H 3.560 3.831 3.286
H 3.873 2.652 2.295
O -2.477 -4.215 -1.803
H -2.951 -3.939 -1.005
H -2.059 -3.412 -2.139
```

Most stable = ii

i | Formula: C2H3BrOS
Source: OMol25
Level of theory: ωB97M-V/def2-TZVPD

## Properties
HOMO energy, eV: -9.30
SMILES string: C=C=O.SBr
Frontier orbital gap, Ha: 0.33764

```
8
C2H3BrOS | OMol25 | ωB97M-V/def2-TZVPD
C -0.720 -0.287 -1.002
C -1.766 -0.995 -0.780
O -2.688 -1.599 -0.461
H -0.453 -0.390 -2.042
H -0.579 0.543 -0.478
S 1.702 0.161 1.436
Br 3.000 1.319 2.693
H 1.505 1.250 0.634
```

ii | Formula: C2H3BrOS
Source: OMol25
Level of theory: ωB97M-V/def2-TZVPD

## Properties
HOMO energy (alpha / beta), eV: -8.42 / -8.38
Frontier orbital gap (alpha / beta), Ha: 0.25935 / 0.25882

```
8
C2H3BrOS | OMol25 | ωB97M-V/def2-TZVPD
C -1.267 -0.168 -0.462
C -0.662 -0.021 0.808
O 2.071 -1.006 -1.262
S 2.016 0.406 -0.818
Br -0.503 0.696 -1.878
H 0.264 -0.549 0.871
H -0.542 1.042 1.213
H -1.377 -0.399 1.528
```

iii | Formula: C2H3BrOS
Source: OMol25
Level of theory: ωB97M-V/def2-TZVPD

## Properties
HOMO energy (alpha / beta), eV: -9.05 / -9.04
Frontier orbital gap (alpha / beta), Ha: 0.23350 / 0.23381

```
8
C2H3BrOS | OMol25 | ωB97M-V/def2-TZVPD
C 0.944 0.659 1.198
C -1.005 0.004 -0.137
O -0.197 0.190 1.046
S 1.932 -1.969 -0.967
Br 1.717 1.259 -0.470
H -1.712 0.791 0.041
H -1.433 -0.900 0.115
H -0.247 -0.033 -0.826
```

Most stable = i